64
Properties=species:S:1:pos:R:3:forces:R:3 method="wB97M-V/def2-TZVPD" total_charge=+2 s2=6.04 e_above_lowest_kcal_mol=0.0 spin_multiplicity=5 homo_energy_ev="-11.90 / -13.37" e_tot_ha=-1915.213644
C 0.238823 0.880903 -6.004968 0.070 0.262 -1.742
C 1.615883 1.390624 -5.981655 0.460 0.030 1.109
C -0.005036 -0.531045 -6.327115 -0.133 -0.683 0.980
C -0.882966 1.828648 -6.015896 -0.454 0.190 1.092
Cl 0.095377 0.351603 -2.370244 0.062 0.203 0.003
H -0.016096 -0.674702 -7.424490 0.061 0.360 0.163
H -0.977179 -0.888043 -5.955502 0.215 0.267 -0.225
H 0.777078 -1.196726 -5.932724 -0.102 0.323 -0.228
H 1.943528 1.648805 -7.006858 -0.364 -0.146 0.071
H 2.335255 0.650551 -5.600261 -0.295 0.100 -0.273
H 1.717668 2.307185 -5.381528 -0.180 -0.200 -0.304
H -1.076414 2.176738 -7.048610 0.291 -0.260 0.081
H -0.683041 2.728397 -5.415165 0.112 -0.249 -0.300
H -1.820704 1.378928 -5.656691 0.318 -0.007 -0.263
C 1.626024 -0.835707 1.697613 0.560 -1.639 1.065
C 0.933136 -1.919742 1.051326 1.125 -0.213 1.573
C 1.376484 -1.920266 -0.312213 0.148 0.348 -0.685
H 0.366430 -2.711014 1.580492 0.459 0.696 -0.574
C 2.279574 -0.812590 -0.485745 0.985 -0.824 -0.606
C 2.411955 -0.133754 0.745877 -0.383 0.001 -0.031
H 3.059748 0.734889 0.982438 -0.689 -0.696 -0.389
H 1.600834 -0.642541 2.769681 0.208 -0.116 -1.123
H 1.192794 -2.716925 -1.032325 -0.112 0.458 0.106
H 2.826096 -0.578452 -1.405963 -0.533 -0.055 0.475
C -1.928050 0.959714 1.210234 -0.057 -1.137 0.703
C -1.773213 -0.408239 1.672420 -1.432 0.553 0.848
C -2.021552 -1.281298 0.585670 0.056 -0.155 0.374
H -1.560545 -0.716972 2.702377 -0.140 0.206 -0.922
C -2.309364 -0.456658 -0.546355 -1.059 0.716 -0.646
C -2.262035 0.925056 -0.158098 -0.546 -0.816 -0.734
H -2.490790 1.806252 -0.773452 0.308 -0.705 0.209
H -1.839587 1.857222 1.830993 0.055 -0.610 -0.598
H -2.080873 -2.381003 0.665279 0.086 0.854 -0.302
H -2.665717 -0.820710 -1.501874 0.386 0.072 0.050
Os -0.068768 -0.225622 0.098880 0.043 1.408 -0.479
C 2.432490 2.492339 3.781531 -0.567 -0.392 0.608
N 0.945504 2.616703 3.918722 -0.092 1.538 0.855
C 0.514029 3.640878 2.875037 -0.176 -0.927 0.747
P 0.114363 1.099595 3.963107 0.794 0.444 -0.741
O 0.173486 0.879902 2.470947 -0.437 -0.427 0.396
N 1.138363 0.142175 4.893348 -0.184 -1.058 0.860
C 1.317965 -1.376007 4.928597 0.060 0.352 -0.286
C 1.216727 0.625685 6.293887 0.101 0.236 0.335
N -1.441567 0.853743 4.679161 -0.097 0.542 -0.329
C -1.757301 -0.482265 5.278771 0.377 0.079 0.036
C -2.739089 1.462262 4.242443 0.191 -0.128 0.073
H 2.955615 3.455020 3.921148 -0.626 -0.302 0.010
H 2.659586 2.116758 2.778629 0.165 -0.049 -0.024
H 2.796928 1.786162 4.532216 0.135 0.236 -0.306
H 0.675599 3.205233 1.883582 -0.111 0.078 -0.050
H -0.544026 3.899889 3.001404 0.224 -0.051 -0.022
H 1.108974 4.574815 2.927705 -0.271 -0.709 0.439
H 2.041753 -1.765379 4.194280 -0.321 0.430 0.172
H 1.726333 -1.703265 5.905998 -0.328 0.659 -0.444
H 0.367719 -1.893172 4.799947 0.095 -0.052 -0.072
H 2.247958 0.613690 6.670256 -0.127 0.014 -0.310
H 0.834715 1.644152 6.366341 0.083 -0.015 0.065
H 0.634827 -0.016813 6.967420 0.009 0.210 -0.161
H -1.157735 -0.677103 6.171201 -0.082 0.006 -0.230
H -2.821336 -0.566696 5.578357 0.640 0.527 -0.231
H -1.593964 -1.279256 4.545001 -0.028 -0.091 0.235
H -3.463693 1.534609 5.076249 0.759 0.060 -0.106
H -2.619017 2.459556 3.824288 0.139 0.008 0.005
H -3.230261 0.805780 3.510378 0.147 0.247 -0.004


28
Properties=species:S:1:pos:R:3:forces:R:3 method="wB97M-V/def2-TZVPD" total_charge=+1 e_above_lowest_kcal_mol=142.1 homo_energy_ev=-12.50 smiles="CC(C)[N+](=C=O)OCc1ccccc1" e_tot_ha=-632.376585
C 3.661692 -0.027760 -0.061365 -0.041 -1.661 -1.469
C 2.208200 0.178049 0.134192 -1.498 -1.348 2.997
C 1.917532 0.432943 1.656044 -0.644 -0.112 1.053
N 1.349607 -1.095369 -0.259336 0.201 0.587 0.362
C 1.745968 -1.961321 -1.089621 -0.598 -0.701 -1.441
O 1.992460 -2.688066 -1.948650 -0.010 0.875 1.568
O 0.021449 -1.181800 0.264523 0.821 -0.093 -1.058
C -1.057457 -0.882584 -0.755154 1.552 0.571 -2.059
C -2.230585 -0.474216 0.138770 1.180 0.562 -1.380
C -2.777358 -1.357389 1.033004 -1.784 -1.534 0.495
C -3.972982 -0.991100 1.759981 0.778 -1.615 -0.529
C -4.527294 0.226344 1.468563 0.373 0.951 -0.092
C -3.920603 1.172708 0.610016 0.107 -2.141 0.295
C -2.758538 0.816614 -0.017370 -0.272 -0.329 0.551
H 4.158995 -0.547692 0.713366 0.042 -0.588 1.208
H 3.984034 -0.554058 -0.954858 -0.459 -0.271 -0.555
H 4.177916 0.855091 -0.181884 0.776 2.402 -0.027
H 1.688684 0.943921 -0.378482 -0.009 0.803 -1.056
H 0.766290 0.396954 1.936678 2.519 0.225 -0.754
H 2.476958 -0.324553 2.353333 -0.989 1.477 -1.435
H 2.318565 1.492818 1.827441 -0.604 -1.531 0.053
H -0.603565 -0.088724 -1.567089 -1.390 -1.231 2.487
H -1.147886 -1.783650 -1.456419 -0.367 0.753 1.515
H -2.468790 -2.432375 1.000702 -0.050 1.137 0.377
H -4.563845 -1.740552 2.402051 1.338 1.275 -1.019
H -5.437547 0.461975 1.943953 -1.049 0.365 0.358
H -4.367435 2.044280 0.221063 -0.774 1.073 0.461
H -2.364851 1.592832 -0.621705 0.852 0.101 -0.907